No. 1
This record from the OMol25 dataset describes a cluster of 2 separate species, C4H7NO in total. The level of theory is the ωB97M-V functional and the def2-TZVPD basis.

Values from the calculation:
LUMO energy ... 0.9 eV
HOMO level ... -9.00 eV
Max |F| ... 0.017 Eh/bohr
Energy above the lowest of the compared OMol25 structures with the same formula, charge and spin ... 4.396 eV
Total energy ... -286.4701 a.u.

```
! wB97M-V def2-TZVPD RIJCOSX def2/J DEFGRID3
* xyz 0 1
C -0.2581 1.4016 -1.7500
C 0.0163 0.0905 -1.1607
N 0.2740 -1.0406 -1.0034
C 0.0403 -1.4703 0.9471
C 0.3328 -0.1555 1.4777
O -0.2864 0.8594 1.0090
H -1.2695 1.7090 -1.4788
H -0.1594 1.3495 -2.8390
H 0.4420 2.1292 -1.3389
H -0.9905 -1.7123 0.7136
H 0.6982 -2.3057 1.1862
H 1.3684 -0.0665 1.8644
H -0.2078 -0.7882 2.3729
*
```

No. 2
This record from the OMol25 dataset describes a cluster of 4 separate species, C16H52BFN3O18P6 in total. The level of theory is the ωB97M-V functional and the def2-TZVPD basis.

Values from the calculation:
LUMO energy ... 1.1 eV
HOMO level ... -3.76 eV
Max |F| ... 0.115 Eh/bohr
Energy above the lowest of the compared OMol25 structures with the same formula, charge and spin ... 0.000 eV
Total energy ... -4332.2839 a.u.

```
! wB97M-V def2-TZVPD RIJCOSX def2/J DEFGRID3
* xyz -1 1
C 1.1832 2.0407 4.4898
B 0.9068 1.4466 3.0482
O -0.4345 1.1834 2.7688
P 2.2744 1.0198 1.6886
C 1.0262 1.3902 0.1904
O 1.7367 2.0095 -0.8712
O 0.8180 2.0888 -1.9934
C 1.6070 -0.8172 1.7598
C 2.3095 -1.9148 0.9571
C 3.3744 -2.6847 1.7600
F 2.7780 -1.5416 -0.3036
C 3.6630 0.6772 3.0231
C 5.1501 0.4818 2.6044
N 5.4713 -0.0556 1.2945
N 5.8924 1.7420 2.8038
N 5.8151 -0.4133 3.5858
P 3.0680 3.2957 1.6301
P 1.5042 4.7380 1.5645
O 0.7237 4.8264 2.8136
O 2.2264 6.1873 1.3240
O 0.5086 4.7072 0.2948
H 1.8598 2.8939 4.4415
H 0.2678 2.3806 4.9742
H 1.6398 1.2733 5.1255
H -0.7572 0.4350 3.2803
H 3.2261 0.7511 0.6458
H 0.2031 2.0634 0.4629
H 0.5996 0.4766 -0.2302
H 1.2601 2.6922 -2.6012
H 1.6515 -1.1450 2.8047
H 0.5467 -0.8722 1.5180
H 1.5458 -2.6748 0.7620
H 3.5107 -2.2394 2.7419
H 3.0807 -3.7227 1.8980
H 4.3218 -2.6865 1.2212
H 3.7038 1.5664 3.6529
H 3.3881 -0.1168 3.7203
H 5.8287 0.6356 0.6591
H 4.7396 -0.5770 0.8343
H 6.8651 1.4484 2.7647
H 5.7707 2.3509 1.9988
H 5.6001 -1.3688 3.3376
H 5.4766 -0.2073 4.5168
H 3.6871 3.4284 0.3631
H 2.6766 6.4171 2.1432
H 0.7789 5.3503 -0.3696
C 0.5156 -7.9162 -0.3884
O -0.7639 -7.2814 -0.3010
P -0.8689 -6.0028 0.7031
O 0.1165 -5.0286 0.2376
O -0.3284 -6.8929 1.9967
C -0.9531 -8.1249 2.3491
O -1.8318 -5.1068 1.6650
C -3.0086 -5.6660 2.2757
H 0.7644 -8.0021 -1.4438
H 1.2919 -7.3559 0.1241
H 0.4438 -8.9147 0.0450
H -0.1886 -8.9002 2.4127
H -1.7020 -8.4348 1.6185
H -1.4279 -8.0238 3.3254
H -2.7393 -6.1952 3.1898
H -3.5380 -6.3388 1.6017
H -3.6696 -4.8419 2.5300
C -5.1480 0.9326 -2.3056
O -3.9878 1.4574 -1.6715
P -3.6658 0.9079 -0.1771
O -3.5284 -0.5466 -0.2858
O -5.1264 1.3326 0.4640
C -5.6372 2.6540 0.2945
O -2.8002 1.3092 1.1009
C -2.6495 2.7030 1.4811
H -4.8558 0.5842 -3.2956
H -5.6060 0.1119 -1.7600
H -5.8804 1.7347 -2.4178
H -6.6447 2.5900 -0.1201
H -5.0214 3.2536 -0.3773
H -5.6890 3.1485 1.2642
H -3.5122 3.0149 2.0710
H -2.5414 3.3455 0.6079
H -1.7570 2.7895 2.0877
C -0.7904 4.2874 -7.0797
O -0.5111 2.9339 -6.7124
P -1.6037 1.8303 -7.1559
O -1.7121 1.8903 -8.6158
O -2.8779 2.5468 -6.4123
C -2.7910 2.9349 -5.0364
O -2.0530 0.3202 -6.7929
C -1.9881 -0.1557 -5.4260
H 0.0961 4.6818 -7.5712
H -1.6437 4.3674 -7.7475
H -0.9841 4.8639 -6.1745
H -3.0661 3.9859 -4.9476
H -1.7869 2.7998 -4.6341
H -3.4888 2.3416 -4.4475
H -2.8797 0.1529 -4.8818
H -1.0998 0.2037 -4.9095
H -1.9547 -1.2407 -5.4554
*
```

No. 3
This record from the OMol25 dataset describes a cluster of 10 separate species, H20O10 in total. The level of theory is the ωB97M-V functional and the def2-TZVPD basis.

Values from the calculation:
LUMO energy ... 0.3 eV
SMILES string ... O.O.O.O.O.O.O.O.O.O
HOMO level ... -9.67 eV
Max |F| ... 0.049 Eh/bohr
Energy above the lowest of the compared OMol25 structures with the same formula, charge and spin ... 5.409 eV
Total energy ... -764.2831 a.u.

```
! wB97M-V def2-TZVPD RIJCOSX def2/J DEFGRID3
* xyz 0 1
O 0.0815 0.7210 -0.4172
H -0.4082 0.7945 0.4097
H 0.9652 0.4508 -0.1432
O -3.3831 -0.4221 -0.6689
H -3.5914 0.3836 -0.1826
H -3.9917 -0.4091 -1.4161
O 5.3809 -0.6773 -0.0479
H 4.8655 -0.8873 -0.8349
H 5.7515 -1.5249 0.2228
O 0.5971 -3.8365 -0.5531
H 1.5076 -3.5492 -0.6851
H 0.6670 -4.7906 -0.4356
O -2.6877 -1.8892 0.7672
H -2.7142 -2.8524 0.7424
H -3.6158 -1.6290 0.7646
O -2.3002 -0.0158 3.2667
H -2.3197 -0.8558 3.7389
H -1.7430 0.5484 3.8146
O -4.5183 2.1344 -2.2199
H -4.8998 1.2937 -2.4968
H -3.9966 1.9101 -1.4412
O 3.0748 -1.4616 -0.7018
H 2.8437 -2.0746 0.0052
H 2.4852 -1.7043 -1.4246
O 2.3975 4.4542 1.1691
H 1.5921 4.3239 0.6559
H 2.0811 4.7420 2.0328
O 1.7039 1.9753 -1.3415
H 1.5170 2.9206 -1.3630
H 2.6584 1.9277 -1.2162
*
```

No. 4
This record from the OMol25 dataset describes the molecule C22H26N2O5S. The level of theory is the ωB97M-V functional and the def2-TZVPD basis.

Values from the calculation:
LUMO energy ... 0.4 eV
SMILES string ... CC1(C)Cc2cccc(OCC(=O)N3CCN(S(=O)(=O)c4ccccc4)CC3)c2O1
HOMO level ... -7.98 eV
Max |F| ... 0.021 Eh/bohr
Energy above the lowest of the compared OMol25 structures with the same formula, charge and spin ... 1.805 eV
Total energy ... -1737.8304 a.u.

```
! wB97M-V def2-TZVPD RIJCOSX def2/J DEFGRID3
* xyz 0 1
C -1.4481 -2.8572 0.7891
C -1.9736 -1.8890 -0.2710
C -0.9683 -1.7373 -1.4131
C -3.3597 -2.3154 -0.8068
C -4.2292 -1.1465 -0.4585
C -5.5707 -0.9499 -0.7024
C -6.1489 0.2282 -0.2555
C -5.3917 1.1648 0.4190
C -4.0331 0.9758 0.6770
O -3.4350 1.9536 1.4196
C -2.0350 1.9896 1.4833
C -1.4229 2.3366 0.1210
O -2.1074 2.4674 -0.8710
N -0.0825 2.5554 0.1179
C 0.8434 2.1224 1.1396
C 1.4466 0.7768 0.7097
N 2.0688 0.8710 -0.5938
S 3.6434 1.4686 -0.5349
O 4.0382 1.7630 -1.8793
O 3.7894 2.4993 0.4585
C 4.4948 -0.0011 0.0277
C 5.1766 0.0017 1.2282
C 5.8252 -1.1526 1.6388
C 5.7815 -2.2875 0.8449
C 5.0945 -2.2768 -0.3600
C 4.4457 -1.1255 -0.7734
C 1.2155 1.4473 -1.6167
C 0.5855 2.7633 -1.1548
C -3.4579 -0.2063 0.2177
O -2.1503 -0.6027 0.3610
H -1.2962 -3.8412 0.3535
H -2.1616 -2.9355 1.6066
H -0.5021 -2.4989 1.1895
H 0.0081 -1.4485 -1.0303
H -0.8678 -2.6803 -1.9448
H -1.3187 -0.9744 -2.1056
H -3.7113 -3.2297 -0.3241
H -3.3352 -2.4895 -1.8836
H -6.1485 -1.6950 -1.2267
H -7.1961 0.4176 -0.4334
H -5.8339 2.0823 0.7723
H -1.8046 2.7815 2.2022
H -1.6344 1.0333 1.8389
H 0.3566 2.0330 2.1079
H 1.6505 2.8582 1.2110
H 2.2120 0.4520 1.4165
H 0.6534 0.0234 0.6585
H 5.1928 0.9064 1.8157
H 6.3645 -1.1650 2.5737
H 6.2887 -3.1855 1.1648
H 5.0678 -3.1633 -0.9753
H 3.9081 -1.0767 -1.7065
H 1.8408 1.6039 -2.4952
H 0.4270 0.7265 -1.8479
H -0.1566 3.1063 -1.8768
H 1.3620 3.5222 -1.0225
*
```

No. 5
This record from the OMol25 dataset describes the molecule C3H6NOP. The level of theory is the ωB97M-V functional and the def2-TZVPD basis.

Values from the calculation:
LUMO energy ... -0.9 eV
SMILES string ... C[C@@H]1CN1P=O
HOMO level ... -8.61 eV
Max |F| ... 0.116 Eh/bohr
Energy above the lowest of the compared OMol25 structures with the same formula, charge and spin ... 2.038 eV
Total energy ... -589.1713 a.u.

```
! wB97M-V def2-TZVPD RIJCOSX def2/J DEFGRID3
* xyz 0 1
C 0.1534 -1.1963 0.6456
C 0.4770 0.2828 0.4626
C -0.6276 1.1863 0.4802
N 0.1308 1.0253 -0.6821
P -0.5428 0.1283 -2.4905
O 0.6131 -0.4494 -3.1382
H -0.6469 -1.5524 0.0934
H -0.0725 -1.2189 1.6588
H 1.0465 -1.7105 0.4555
H 1.4046 0.6099 0.8742
H -1.6329 0.8460 0.5724
H -0.3026 2.0489 1.0679
*
```